P) Here is the molecule C4H8N2O2 from the OMol25 dataset. Energies are from ωB97M-V with the def2-TZVPD basis set.

Output
Orbital gap ... 0.348 hartree
SMILES string ... O/N=C\N1CCCO1

ORCA input file:
```
! RIJCOSX wB97M-V def2-TZVPD def2/J DEFGRID3
* xyz 0 1
H 1.83 -1.05 0.91
O -1.04 0.10 -0.41
H -1.33 -0.06 2.30
C 1.08 -0.88 0.13
H 0.23 1.59 -1.00
C -0.41 0.28 1.78
C -0.34 1.71 1.19
C -0.68 1.46 -0.29
H -1.05 2.36 1.62
H -0.36 -0.91 -1.52
H 0.67 2.14 1.32
O 0.40 -1.32 -1.98
H 0.44 0.13 2.49
H -1.47 1.94 -0.73
N -0.22 -0.56 0.60
N 1.40 -1.14 -1.06
*
```

Q) Here is the molecule C4H8N2O2 from the OMol25 dataset. Energies are from ωB97M-V with the def2-TZVPD basis set.

Output
Orbital gap ... 0.332 hartree
SMILES string ... C=C(/N=C\NO)OC

ORCA input file:
```
! RIJCOSX wB97M-V def2-TZVPD def2/J DEFGRID3
* xyz 0 1
O -1.98 0.28 0.00
H -3.23 -0.97 1.17
H -1.48 -1.12 1.59
C 1.00 -0.95 -0.75
H 3.12 -0.88 -0.14
C -0.77 0.58 -0.38
H 0.87 1.91 -0.87
H -2.02 -1.67 -0.06
H -0.60 2.89 -0.39
O 1.92 0.30 1.15
H 1.90 1.45 0.96
N 2.17 -0.51 -0.03
H 1.53 -1.76 -1.34
C -0.15 1.84 -0.40
N -0.11 -0.47 -1.17
C -2.18 -0.91 0.66
*
```

R) Here is the molecule C4H8N2O2 from the OMol25 dataset. Energies are from ωB97M-V with the def2-TZVPD basis set.

Output
Orbital gap (alpha / beta) ... 0.268 / 0.267 hartree
SMILES string ... C/C=C(/O)C(=O)NN

ORCA input file:
```
! RIJCOSX wB97M-V def2-TZVPD def2/J DEFGRID3
* xyz 0 1
H 1.49 -0.60 -0.66
O -1.47 -1.17 -1.63
N 0.82 0.48 -2.23
C 1.09 -0.14 1.82
H -0.02 1.05 -2.38
H 1.17 -1.19 1.54
C -0.73 -0.73 -0.75
C -0.02 0.56 1.10
C -1.10 -0.04 0.45
H 2.04 0.35 1.62
H 0.81 -0.20 -2.99
N 0.61 -0.23 -1.01
H 0.90 -0.09 2.90
H -0.25 1.52 1.57
O -2.40 0.35 0.71
H -2.93 0.08 -0.06
*
```

S) Here is a structure of composition C4H8N2O2 from the OMol25 dataset. Energies are from ωB97M-V with the def2-TZVPD basis set.

Output
Orbital gap ... 0.363 hartree

ORCA input file:
```
! RIJCOSX wB97M-V def2-TZVPD def2/J DEFGRID3
* xyz 0 1
O 2.31 -1.25 0.52
C -1.91 -0.22 -0.94
C 1.70 -0.26 0.04
H 1.25 1.60 0.77
H -1.68 -0.42 -1.98
C 0.58 -0.33 -0.82
H -1.51 -1.26 -0.29
N 2.07 1.04 0.57
H 0.75 -1.28 -1.28
N -0.94 0.57 1.08
O -2.93 0.48 -0.60
H -1.61 1.24 0.76
H 0.52 0.44 -1.65
H -1.25 0.07 1.93
C -0.74 -0.28 -0.04
H 2.76 1.02 1.42
*
```

Which one is most stable, and which one is least stable? S) is the most stable of them, while Q) is the least stable.